No. 1
C22H23CdFN3O3 | wB97M-V/def2-TZVPD

Total charge   +1
Gap between HOMO and LUMO   0.2004 Eh
Spin multiplicity   1

```
53
C22H23CdFN3O3 (wB97M-V/def2-TZVPD)
Cd -4.742 0.050 1.477
C -6.555 -2.365 1.906
C -7.864 -2.047 2.113
C -8.351 -1.147 1.179
C -7.364 -0.758 0.340
C -6.125 -1.546 0.732
H -5.929 -3.013 2.502
H -8.414 -2.249 3.032
H -9.329 -0.781 1.194
H -7.397 0.003 -0.396
H -5.354 -1.838 0.023
F 1.778 -2.268 1.825
C 1.290 -1.159 1.106
C -0.046 -0.813 1.175
C -0.511 0.405 0.623
C -1.954 0.655 0.545
O -2.636 -0.309 1.072
C -2.266 1.904 -0.066
C -1.384 2.303 -1.018
N 0.012 2.122 -1.007
C 0.838 2.559 -2.052
C 1.965 3.622 -1.945
C 0.662 3.996 -2.483
C 0.490 1.112 -0.127
C 1.839 0.795 -0.075
C 2.237 -0.500 0.304
N 3.567 -0.991 0.171
C 4.607 -0.143 -0.289
C 5.941 -0.920 -0.353
N 6.056 -2.052 0.650
C 4.997 -3.145 0.464
C 3.765 -2.510 -0.215
C -3.570 2.647 0.102
O -3.755 3.709 -0.433
O -4.359 2.093 1.003
H -0.876 -1.477 1.483
H -1.735 2.983 -1.787
H 0.898 1.842 -2.977
H 2.741 3.295 -2.599
H 2.238 3.891 -0.917
H 0.549 3.906 -3.583
H 0.017 4.676 -1.947
H 2.532 1.610 -0.434
H 4.669 0.713 0.429
H 4.443 0.242 -1.308
H 6.812 -0.256 -0.270
H 6.002 -1.321 -1.389
H 5.897 -1.743 1.608
H 6.959 -2.541 0.583
H 4.800 -3.532 1.425
H 5.342 -3.991 -0.138
H 2.827 -3.065 0.036
H 3.743 -2.652 -1.297
```

The Löwdin scheme yields these atomic charges, measured in e: Cd 1.424; C -0.180; C -0.179; C -0.163; C -0.163; C -0.326; H 0.076; H 0.101; H 0.084; H 0.070; H 0.047; F 0.012; C -0.155; C 0.082; C -0.049; C -0.266; O -0.167; C -0.054; C 0.092; N 0.003; C -0.295; C -0.086; C -0.109; C -0.106; C 0.053; C -0.141; N -0.074; C -0.183; C -0.079; N 0.082; C -0.063; C -0.067; C -0.617; O 0.086; O -0.218; H 0.145; H 0.153; H 0.188; H 0.094; H 0.120; H 0.126; H 0.122; H 0.124; H 0.147; H 0.135; H 0.139; H 0.145; H 0.185; H 0.189; H 0.117; H 0.141; H 0.135; H 0.123

=====

No. 2
C19H14F3NO10STi | wB97M-V/def2-TZVPD

Gap between HOMO and LUMO   0.3015 Eh
Spin multiplicity   1

```
49
C19H14F3NO10STi (wB97M-V/def2-TZVPD)
Ti -0.256 -0.300 -0.209
O 0.641 2.073 -3.061
C 0.587 0.968 -2.618
O 0.856 0.675 -1.321
C 0.179 -0.268 -3.405
C 0.839 -1.521 -2.832
C 0.613 -2.742 -3.708
C -0.882 -3.060 -3.463
C -1.286 -1.960 -2.496
O -0.056 -1.801 -1.693
C -1.356 -0.605 -3.223
C -2.109 0.435 -2.406
O -2.958 1.151 -2.848
O -1.719 0.447 -1.122
H 0.425 -0.090 -4.449
H 1.844 -1.389 -2.446
H 1.250 -3.559 -3.377
H 0.846 -2.527 -4.750
H -1.010 -4.040 -3.008
H -1.485 -3.021 -4.368
H -2.108 -2.179 -1.823
H -1.854 -0.695 -4.184
O -3.455 -1.633 1.566
C -2.376 -1.148 1.378
O -1.440 -1.606 0.561
C -1.916 0.098 2.113
C -2.488 0.468 3.336
C -1.958 1.543 3.988
C -0.884 2.262 3.418
C -0.297 3.381 4.059
C 0.729 4.051 3.461
C 1.210 3.636 2.198
C 0.666 2.564 1.553
C -0.387 1.852 2.165
N -0.933 0.761 1.541
H -3.311 -0.117 3.721
H -2.347 1.856 4.950
H -0.682 3.690 5.023
H 1.179 4.904 3.950
H 2.026 4.174 1.734
H 1.047 2.254 0.590
F 2.927 -0.927 3.243
C 3.413 -1.506 2.152
F 4.738 -1.407 2.167
F 3.071 -2.789 2.161
S 2.786 -0.685 0.637
O 3.175 0.684 0.737
O 3.221 -1.484 -0.467
O 1.283 -0.866 0.875
```

The Löwdin scheme yields these atomic charges, measured in e: Ti 1.268; O 0.176; C -0.489; O -0.146; C -0.068; C -0.203; C -0.069; C -0.075; C -0.196; O -0.150; C -0.069; C -0.504; O 0.156; O -0.109; H 0.168; H 0.148; H 0.125; H 0.127; H 0.125; H 0.125; H 0.166; H 0.163; O 0.146; C -0.517; O -0.113; C -0.145; C 0.036; C 0.033; C -0.137; C -0.022; C -0.056; C -0.035; C 0.008; C -0.155; N 0.086; H 0.129; H 0.127; H 0.117; H 0.110; H 0.118; H 0.100; F 0.153; C -0.684; F 0.151; F 0.154; S 0.594; O -0.239; O -0.244; O -0.383

=====

No. 3
C3H5N2 | wB97M-V/def2-TZVPD

ΔE to the lowest compared entry with this formula, charge and spin   81.1 kcal per mole
Total charge   +1
Gap between HOMO and LUMO   0.2972 Eh
Spin multiplicity   1

```
10
C3H5N2 (wB97M-V/def2-TZVPD)
C -0.382 -1.579 0.882
C 0.216 0.619 0.213
C -0.158 -0.150 -0.900
N 0.105 -0.478 1.334
N -0.484 -1.365 -0.496
H 1.222 1.130 0.350
H -0.499 1.262 0.600
H -0.203 0.086 -2.056
H 0.506 -0.457 2.250
H -0.675 -2.087 -1.156
```

The Löwdin scheme yields these atomic charges, measured in e: C -0.035; C -0.040; C 0.048; N 0.066; N 0.117; H 0.189; H 0.132; H 0.216; H 0.148; H 0.159

=====

No. 4
Br2FOP | wB97M-V/def2-TZVPD

ΔE to the lowest compared entry with this formula, charge and spin   50.5 kcal per mole
Gap between HOMO and LUMO (spin up / spin down)   0.2132 / 0.2131 Eh
Spin multiplicity   1

```
5
Br2FOP (wB97M-V/def2-TZVPD)
O 0.635 1.380 0.940
F -2.189 -1.275 1.043
P 0.320 0.218 0.148
Br 2.107 -0.969 -0.455
Br -0.874 0.645 -1.677
```

The Löwdin scheme yields these atomic charges, measured in e: O -0.402; F -0.532; P 0.125; Br 0.402; Br 0.407

=====

No. 5
C5H13NOS | wB97M-V/def2-TZVPD

ΔE to the lowest compared entry with this formula, charge and spin   42.2 kcal per mole
Gap between HOMO and LUMO   0.3439 Eh
SMILES   CSCC[C@@H](N)CO
Spin multiplicity   1

```
21
C5H13NOS (wB97M-V/def2-TZVPD)
C 2.451 -1.020 0.677
O 3.296 -0.080 0.036
C 1.093 -1.343 0.031
C 0.195 -0.040 0.116
C -1.269 -0.312 -0.152
S -2.061 1.324 -0.389
C -2.694 1.854 1.167
N 1.059 -1.783 -1.317
H 2.454 -0.853 1.825
H 3.053 -1.928 0.557
H 2.756 0.715 -0.063
H 0.651 -2.009 0.786
H 0.634 0.770 -0.462
H 0.282 0.369 1.163
H -1.490 -0.889 -1.062
H -1.687 -1.082 0.560
H -2.639 2.936 1.191
H -2.167 1.565 2.082
H -3.657 1.383 1.350
H 1.388 -2.603 -1.785
H 0.796 -1.134 -2.050
```

The Löwdin scheme yields these atomic charges, measured in e: C -0.260; O -0.066; C -0.399; C -0.274; C -0.504; S 0.816; C -0.464; N 0.053; H 0.142; H 0.109; H 0.071; H 0.135; H 0.088; H 0.125; H 0.063; H 0.111; H 0.028; H 0.040; H 0.026; H 0.076; H 0.084

=====

No. 6
C4H8O2 | wB97M-V/def2-TZVPD

ΔE to the lowest compared entry with this formula, charge and spin   111.2 kcal per mole
Gap between HOMO and LUMO   0.3248 Eh
Spin multiplicity   1

```
14
C4H8O2 (wB97M-V/def2-TZVPD)
O 1.871 -0.327 0.811
C 1.545 -0.216 -0.577
C 0.166 -0.106 -1.039
O -0.367 1.576 0.358
C -0.932 -0.628 -0.157
C -1.523 0.743 0.167
H 1.561 -1.182 1.131
H 1.834 -1.116 -1.158
H 2.170 0.594 -0.961
H 0.196 1.160 1.035
H -0.677 -1.158 0.780
H -1.612 -1.260 -0.735
H -2.055 1.142 -0.701
H -2.178 0.778 1.046
```

The Löwdin scheme yields these atomic charges, measured in e: O -0.079; C -0.315; C 0.054; O -0.076; C -0.225; C -0.242; H 0.082; H 0.137; H 0.122; H 0.087; H 0.104; H 0.110; H 0.122; H 0.118

=====

No. 7
C5H4ClN3O3 | wB97M-V/def2-TZVPD

ΔE to the lowest compared entry with this formula, charge and spin   67.2 kcal per mole
Gap between HOMO and LUMO (spin up / spin down)   0.2782 / 0.2578 Eh
Spin multiplicity   1

```
16
C5H4ClN3O3 (wB97M-V/def2-TZVPD)
C 0.208 0.348 -2.668
C -0.551 -0.118 -1.637
C 1.071 1.196 -0.943
C 0.922 -1.549 1.739
C -0.362 0.488 0.861
N 1.177 1.243 -2.219
N -0.001 0.505 -0.479
N -1.459 -0.052 1.458
O -1.485 0.040 2.686
O 1.784 -1.909 1.063
O -2.280 -0.600 0.747
Cl 0.339 -1.876 3.252
H 0.102 0.098 -3.649
H -1.368 -0.774 -1.427
H 1.718 1.696 -0.358
H 0.186 1.263 1.575
```

The Löwdin scheme yields these atomic charges, measured in e: C -0.108; C -0.006; C -0.193; C -0.692; C -0.031; N 0.093; N -0.024; N -0.463; O -0.043; O 0.101; O 0.058; Cl 0.840; H 0.070; H 0.101; H 0.097; H 0.199

=====

No. 8
C3H8FP | wB97M-V/def2-TZVPD

ΔE to the lowest compared entry with this formula, charge and spin   75.7 kcal per mole
Gap between HOMO and LUMO (spin up / spin down)   0.3027 / 0.3005 Eh
Spin multiplicity   1

```
13
C3H8FP (wB97M-V/def2-TZVPD)
C -2.254 0.673 0.835
C 2.965 -0.163 0.181
C -0.793 0.271 0.752
F -0.171 2.490 -0.511
P 0.146 0.906 -0.717
H -2.878 0.201 0.146
H -2.575 0.732 1.819
H -2.314 1.630 0.420
H 2.386 -1.035 0.432
H 3.213 0.561 0.963
H 3.367 -0.023 -0.774
H -0.691 -0.779 0.929
H -0.319 0.713 1.541
```

The Löwdin scheme yields these atomic charges, measured in e: C -0.153; C 0.015; C -0.490; F -0.411; P 0.906; H 0.054; H 0.056; H 0.033; H -0.031; H -0.013; H -0.050; H 0.061; H 0.023

=====

Number 1: DFT total energy -1509.3222 Ha. Number 2: DFT total energy -3087.1002 Ha. Number 3: DFT total energy -226.4631 Ha. Number 4: DFT total energy -5664.3888 Ha. Number 5: DFT total energy -726.4338 Ha. Number 6: DFT total energy -307.5352 Ha. Number 7: DFT total energy -1042.8830 Ha. Number 8: DFT total energy -560.2124 Ha.